Below is 2 unconnected molecules or ions with the total composition C4H11NOS at a distorted geometry, with properties calculated with wB97M-V/def2-TZVPD.

The geometry in XYZ format:
```
18
Properties=species:S:1:pos:R:3:forces:R:3
C 1.448 -2.792 -0.149 -1.7 -2.0 1.5
C 0.093 2.376 -0.033 -1.1 -0.1 -3.5
C -2.350 1.120 -0.206 -1.2 -1.0 0.6
C 1.643 -1.387 0.201 -3.0 0.3 -4.6
N -0.078 -0.306 -0.713 1.1 -0.3 1.0
O -0.542 0.376 1.669 -0.5 1.4 -0.2
S -0.628 0.763 0.255 0.7 -2.3 -0.6
H 0.578 -3.327 0.457 1.4 1.4 -1.4
H 1.361 -2.999 -1.210 0.0 0.0 0.0
H 2.302 -3.340 0.279 0.3 0.1 -0.3
H 0.412 2.451 -1.197 -1.2 0.0 2.8
H -0.480 3.181 0.396 -0.8 0.3 -0.5
H 0.937 2.434 0.514 3.2 -0.3 1.7
H -2.980 1.523 0.599 0.7 -0.3 0.4
H -2.626 1.759 -1.010 1.0 0.9 -1.0
H -2.807 0.181 -0.524 0.3 -0.3 0.4
H 2.196 -0.817 -0.503 0.8 0.5 0.2
H 1.523 -1.193 1.174 -0.1 1.4 3.5
```
Positions in Å, forces in eV/Å.

total energy = -686.97914 Ha
energy relative to the best compared isomer or geometry (same formula, charge and spin) = 144.45 kcal per mole
maximum force = 5.5 eV Å⁻¹